15
Properties=species:S:1:pos:R:3:lowdin_charge:R:1 method="wB97M-V/def2-TZVPD" relative_energy_ev=0.8251 mol_weight_g_mol=87.1 orbital_gap_ev=10.554 homo_energy_ev=-9.6528 lumo_ev=0.902 smiles="CCC(=O)NC" total_energy_ev=-7831.4949
C 1.3208 1.9420 -0.0680 -0.12
C -0.1263 1.2951 -0.3112 -0.17
C 0.0371 -0.1942 -0.4273 -0.52
O 0.7770 -0.6747 -1.2916 0.03
N -0.7680 -0.9528 0.4034 -0.01
C -0.9171 -2.3814 0.3357 -0.09
H 1.1959 3.0560 -0.0031 0.06
H 1.7943 1.6662 0.9570 0.09
H 2.1037 1.7607 -0.9023 0.09
H -0.7794 1.6212 0.5714 0.11
H -0.6022 1.6879 -1.2896 0.14
H -1.3125 -0.4816 1.1062 0.12
H -0.0086 -2.7318 -0.2004 0.09
H -1.8112 -2.7200 -0.2035 0.08
H -0.9034 -2.8926 1.3232 0.09